(1)
87
Properties=species:S:1:pos:R:3:forces:R:3 method="wB97M-V/def2-TZVPD" s_squared=2.033 charge=0 multiplicity=3 gap_ev="6.236 / 5.980" e_above_lowest_kcal_mol=15.9 e_homo_ev="-7.162 / -7.261"
Au 0.3300 0.8240 -0.1637 -0.07 -0.35 0.22
C -0.2181 2.2629 3.1225 -0.04 -0.04 -0.15
P 0.0866 0.7342 2.1919 0.08 -0.12 -0.12
C -1.4724 -0.2191 2.4879 -0.07 -0.02 0.05
N -2.0080 -0.0857 3.6783 0.13 0.04 -0.08
C -3.1108 -0.8104 3.9784 -0.03 -0.01 0.01
C -3.7092 -0.6875 5.2562 0.02 0.04 0.02
C -4.8001 -1.4443 5.5629 -0.03 -0.03 0.00
C -5.3432 -2.3508 4.6159 -0.02 0.02 0.04
C -4.7840 -2.4855 3.3803 -0.01 -0.03 -0.02
C -3.6490 -1.7105 3.0385 0.03 0.00 0.01
N -3.0995 -1.8282 1.8063 0.15 0.10 -0.15
C -2.0587 -1.0865 1.5003 -0.10 -0.08 0.04
P -1.4200 -1.1776 -0.2516 -0.40 0.12 -0.02
C -1.3185 -2.9996 -0.4423 0.15 0.12 0.06
C -2.9228 -0.7406 -1.2967 0.01 -0.12 0.05
C -3.4339 0.6256 -0.8273 0.02 0.05 0.05
C -2.3901 -0.6660 -2.7365 0.06 0.02 0.01
C -4.0695 -1.7564 -1.2574 0.03 0.04 -0.03
C 1.3946 -0.2089 3.1346 -0.09 0.03 -0.03
C 2.6672 0.6506 3.0977 0.00 -0.01 -0.03
C 1.0130 -0.4859 4.5886 0.03 0.02 0.04
C 1.6255 -1.5314 2.3956 -0.01 0.04 -0.02
H -0.5641 2.0406 4.1285 0.00 0.01 0.06
H -0.9771 2.8303 2.5837 0.00 0.02 0.00
H 0.6964 2.8530 3.1440 0.00 0.00 -0.01
H -3.2752 0.0085 5.9640 -0.01 -0.03 -0.05
H -5.2589 -1.3574 6.5400 0.00 -0.01 -0.04
H -6.2138 -2.9382 4.8812 0.04 0.03 0.00
H -5.1857 -3.1662 2.6398 0.04 0.02 0.02
H -2.1944 -3.4748 -0.0029 0.00 -0.03 -0.01
H -0.4139 -3.3690 0.0433 -0.02 -0.02 0.00
H -1.2578 -3.2333 -1.5055 -0.01 -0.02 0.02
H -2.6246 1.3210 -0.5854 0.00 -0.01 -0.06
H -4.0599 0.5190 0.0641 0.06 0.01 -0.04
H -4.0434 1.0857 -1.6122 0.01 -0.06 0.06
H -1.4903 -0.0551 -2.8207 -0.01 0.06 0.00
H -3.1598 -0.2447 -3.3913 0.02 -0.04 0.04
H -2.1445 -1.6632 -3.1152 0.00 0.06 0.02
H -4.4138 -1.9503 -0.2431 0.00 0.02 -0.01
H -3.7824 -2.7059 -1.7162 -0.01 0.04 0.04
H -4.9082 -1.3526 -1.8358 0.05 -0.04 0.02
H 2.5530 1.5513 3.7067 0.01 -0.06 -0.03
H 2.9289 0.9369 2.0779 0.00 -0.02 0.00
H 3.4978 0.0718 3.5150 -0.06 0.03 -0.01
H 0.9180 0.4381 5.1639 -0.02 -0.05 -0.03
H 1.8078 -1.0843 5.0469 -0.03 0.07 -0.02
H 0.0812 -1.0406 4.6808 0.00 -0.03 -0.01
H 1.9126 -1.3531 1.3579 0.00 -0.01 -0.01
H 0.7313 -2.1646 2.4150 0.04 0.03 0.00
H 2.4352 -2.0814 2.8843 -0.05 0.02 -0.01
Cl -2.8147 6.1271 -3.8464 0.00 -0.02 -0.03
C -1.9075 4.7474 -3.3687 0.08 -0.09 -0.04
C -1.3452 3.8939 -4.3753 -0.02 0.04 0.11
Cl -1.6098 4.2605 -6.0326 -0.02 0.03 0.02
C -0.6044 2.7948 -4.0227 -0.04 0.09 -0.06
Cl 0.0785 1.7450 -5.2049 -0.08 0.09 0.03
C -0.3675 2.4684 -2.6547 -0.01 -0.02 -0.05
O 0.3312 1.4680 -2.3292 -0.08 0.04 0.08
C -0.9790 3.3163 -1.6185 0.07 -0.08 0.03
O -0.8425 3.0068 -0.4178 -0.16 0.13 0.09
C -1.7258 4.4658 -2.0428 -0.07 0.07 -0.11
Cl -2.4034 5.4503 -0.8056 0.02 -0.03 -0.02
N 2.5119 0.6809 -0.2053 0.66 -0.09 -0.26
C 3.1511 0.2034 -1.1870 -0.17 0.11 0.04
C 4.6507 0.3605 -1.1869 -0.09 -0.02 0.06
C 5.2299 1.4976 -0.6268 -0.02 -0.01 0.04
C 6.6099 1.6347 -0.5901 -0.03 -0.02 -0.01
C 7.4235 0.6322 -1.1056 -0.06 0.02 0.00
C 6.8510 -0.5032 -1.6628 0.00 0.02 0.00
C 5.4696 -0.6353 -1.7114 0.01 -0.03 -0.03
C 2.5485 -0.4982 -2.3731 -0.01 -0.02 0.09
C 1.7006 -1.5858 -2.1953 0.03 -0.03 0.02
C 1.1329 -2.2200 -3.2932 0.01 0.05 0.00
C 1.3968 -1.7581 -4.5759 0.04 0.02 0.07
C 2.2476 -0.6747 -4.7571 0.05 -0.10 0.06
C 2.8315 -0.0574 -3.6617 0.02 -0.01 -0.02
H 4.5804 2.2662 -0.2244 0.04 -0.03 -0.03
H 7.0526 2.5268 -0.1617 -0.03 -0.05 -0.03
H 8.5007 0.7395 -1.0788 -0.02 0.00 0.00
H 7.4822 -1.2863 -2.0651 -0.03 0.02 0.01
H 5.0239 -1.5183 -2.1558 0.02 0.04 0.01
H 1.5009 -1.9419 -1.1911 -0.01 0.01 -0.01
H 0.4882 -3.0798 -3.1485 0.03 0.03 -0.01
H 0.9465 -2.2438 -5.4323 0.00 0.00 0.01
H 2.4574 -0.3122 -5.7564 0.00 0.00 0.04
H 3.4981 0.7851 -3.8038 -0.01 -0.01 0.00

(2)
84
Properties=species:S:1:pos:R:3:forces:R:3 method="wB97M-V/def2-TZVPD" charge=0 multiplicity=1 gap_ev="4.546 / 4.546" e_homo_ev="-5.718 / -5.718"
Pt -0.8300 0.7086 -0.3134 3.98 7.20 1.79
O -4.7350 1.9334 -0.2400 1.39 0.65 -0.12
C -3.5597 1.8349 -0.5702 -3.43 1.39 7.10
O -2.7396 0.8831 0.2067 -1.79 5.29 2.01
C -3.0737 2.6960 -1.7356 1.81 2.91 -0.29
P -1.2252 2.3170 -1.9994 -3.07 -1.83 2.80
C -0.4015 3.4937 -0.9758 2.16 2.26 -1.07
C -0.6065 3.6025 0.4083 0.04 1.59 0.28
C 0.1348 4.5249 1.1544 -0.11 0.01 -0.70
C 1.0791 5.3396 0.5232 -0.10 -0.31 -0.53
C 1.2834 5.2331 -0.8555 -0.16 -0.11 0.47
C 0.5437 4.3122 -1.6038 -0.07 0.36 0.70
C -1.2264 0.9947 -3.1664 1.46 1.31 -3.77
C -1.8725 -0.2329 -2.9539 5.33 1.25 -8.14
C -1.7716 -1.2506 -3.9084 0.40 0.14 -2.02
C -1.0288 -1.0466 -5.0747 -0.48 0.02 0.98
C -0.3857 0.1761 -5.2883 0.31 0.55 0.09
C -0.4852 1.1952 -4.3361 -0.29 -0.88 -0.96
H -3.2078 3.7736 -1.4957 0.06 -0.65 -0.04
H -3.6451 2.4487 -2.6570 0.29 0.28 0.82
H -1.3315 2.9817 0.9132 -0.62 0.84 0.07
H -0.0233 4.6078 2.2220 -0.04 -0.12 -0.04
H 1.6515 6.0528 1.1021 0.01 -0.04 -0.01
H 2.0148 5.8640 -1.3438 0.00 -0.04 0.00
H 0.7097 4.2371 -2.6717 -0.01 -0.02 0.05
H -2.4508 -0.4089 -2.0591 0.30 4.75 -12.71
H -2.2697 -2.1974 -3.7435 -0.14 -0.09 -0.02
H -0.9520 -1.8350 -5.8122 0.00 -0.02 -0.02
H 0.1894 0.3337 -6.1915 -0.02 0.03 0.03
H 0.0173 2.1390 -4.5109 0.04 0.00 -0.01
C 4.1749 1.3291 2.0170 0.52 -0.26 -0.95
C 2.8255 1.4268 2.3724 -0.81 -0.26 -0.94
C 1.8293 1.1732 1.4259 2.40 0.51 0.15
C 2.1913 0.8219 0.1229 -1.26 -0.05 -1.57
C 1.1582 0.5522 -0.8838 0.02 12.22 4.57
C 1.5014 0.2144 -2.1365 4.18 6.30 -5.02
C 2.9309 0.1095 -2.5185 -1.92 0.52 -0.51
C 3.8994 0.3508 -1.6176 -0.43 0.44 2.14
C 3.5427 0.7235 -0.2351 1.18 -0.77 -1.89
C 4.5358 0.9778 0.7138 -0.26 0.39 1.35
H 4.9445 1.5252 2.7491 0.09 0.01 0.06
H 2.5496 1.6987 3.3806 -0.07 0.04 0.11
H 0.7865 1.2492 1.7024 1.68 0.47 -0.58
H 0.7330 0.0170 -2.8735 0.64 1.05 -0.05
H 3.1933 -0.1640 -3.5330 -0.24 -0.05 -0.04
H 4.9420 0.2738 -1.8979 0.04 0.04 0.07
H 5.5784 0.9031 0.4418 0.10 -0.02 -0.06
C -3.4881 0.2106 -1.7843 -7.99 -0.76 -0.49
C -2.6657 -0.9124 -1.1843 -4.65 -7.53 9.62
O -1.3079 -0.7389 -1.5823 5.23 -6.25 6.73
C -0.4687 -1.7640 -1.0560 2.71 -3.89 -0.10
C 0.9501 -1.5099 -1.5250 -2.45 -10.19 -0.36
H -4.5408 0.1163 -1.5035 -0.12 -0.05 0.81
H -3.4117 0.2036 -2.8766 -3.12 0.80 0.34
H -3.1176 1.1837 -1.4452 1.24 -4.73 -4.50
H -3.0364 -1.8784 -1.5442 0.20 0.08 -0.24
H -2.7376 -0.8840 -0.0916 -0.13 -0.65 -0.43
H -0.8096 -2.7416 -1.4141 -0.50 0.18 -0.31
H -0.5075 -1.7483 0.0387 -0.07 -1.02 -1.29
H 0.9998 -1.5066 -2.6189 -0.02 -1.39 0.44
H 1.6305 -2.2760 -1.1430 -0.11 -0.26 0.07
H 1.2978 -0.5279 -1.1874 0.36 -7.38 1.58
C 2.3259 -2.9449 3.9100 0.12 -0.02 0.09
C 1.0525 -3.7310 4.0496 0.00 -0.50 -0.10
C 1.0851 -5.1332 4.0849 -0.49 0.43 0.08
C -0.0997 -5.8580 4.2070 -0.09 0.82 0.00
Cl -0.0488 -7.5791 4.2483 0.02 -0.41 0.00
C -1.3238 -5.2018 4.3072 0.17 0.18 -0.05
C -1.3650 -3.8070 4.2736 0.30 -0.15 -0.10
C -0.1866 -3.0722 4.1160 0.12 -0.67 0.24
O -0.1622 -1.7048 4.0947 -0.48 0.00 -0.66
C -1.2008 -1.0720 3.3211 0.22 -0.01 0.15
C -0.5720 -0.1443 2.2648 -0.44 2.02 4.22
O -0.2241 1.0015 2.6757 -3.38 -2.86 0.59
O -0.5318 -0.6206 1.0905 0.14 0.25 2.39
H 3.2041 -3.5988 3.9368 -0.23 0.02 -0.03
H 2.4253 -2.2307 4.7342 -0.03 0.05 -0.27
H 2.3369 -2.4057 2.9575 0.03 0.14 0.20
H 2.0347 -5.6558 4.0127 -0.13 0.09 0.02
H -2.2471 -5.7630 4.4112 0.18 0.01 0.02
H -2.3199 -3.3006 4.3756 0.12 -0.05 -0.02
H -1.8158 -0.4797 4.0072 0.19 0.07 -0.24
H -1.8559 -1.7806 2.8010 0.32 -0.15 0.21
H -0.4161 1.9623 0.7856 -0.35 -3.53 -2.16

(3)
85
Properties=species:S:1:pos:R:3:forces:R:3 method="wB97M-V/def2-TZVPD" s_squared=6.124 charge=-1 multiplicity=5 gap_ev="5.071 / 5.706" e_above_lowest_kcal_mol=15.4 e_homo_ev="-2.668 / -3.313"
Cr -0.3192 0.1903 -1.0257 0.26 -0.44 -0.32
C -1.7724 -2.3363 1.3092 0.07 -0.10 0.09
C -2.3659 -1.1557 0.5911 0.09 0.26 -0.06
C -1.9301 0.1588 0.8866 0.22 -0.13 0.06
C -1.1343 0.4641 2.1355 -0.14 0.04 0.07
C -2.3816 1.2267 0.0998 -0.20 0.20 -0.07
C -1.9062 2.6330 0.3996 -0.12 0.00 0.06
C -3.3992 1.0304 -0.8655 0.14 -0.13 0.28
C -4.0329 2.2532 -1.4698 -0.05 0.08 -0.08
C -3.8530 -0.2609 -1.1209 0.03 0.01 0.08
C -4.8632 -0.5511 -2.2011 -0.02 0.00 -0.11
C -3.3304 -1.3474 -0.3922 -0.14 0.05 -0.10
C -3.8223 -2.7351 -0.7071 0.01 -0.02 -0.03
H -2.4088 -2.6876 2.1266 -0.04 0.02 0.03
H -0.7903 -2.0998 1.7074 0.03 0.02 0.00
H -1.6312 -3.1670 0.6205 0.01 -0.02 -0.03
H -0.2111 1.0024 1.9382 0.06 -0.01 -0.05
H -0.8676 -0.4292 2.6873 0.02 -0.03 0.00
H -1.7432 1.0925 2.7956 -0.01 0.00 0.01
H -1.8274 3.2328 -0.5064 -0.01 -0.01 -0.03
H -0.9340 2.6396 0.8850 0.03 -0.02 0.01
H -2.6017 3.1504 1.0698 -0.03 0.01 -0.01
H -3.3169 2.8648 -2.0155 0.03 0.02 -0.07
H -4.4408 2.8889 -0.6795 0.01 -0.01 0.04
H -4.8526 2.0176 -2.1413 0.00 -0.02 -0.02
H -5.8620 -0.7416 -1.7994 -0.02 0.01 0.05
H -4.5670 -1.4376 -2.7614 0.00 -0.01 0.01
H -4.9423 0.2584 -2.9221 -0.01 0.02 0.00
H -3.2862 -3.1272 -1.5763 0.03 -0.04 -0.03
H -4.8838 -2.7405 -0.9493 -0.03 0.02 0.01
H -3.6722 -3.4201 0.1225 0.00 0.00 0.02
F -4.7598 1.9210 -6.4712 -0.01 -0.01 -0.03
C -3.9348 1.1862 -5.7112 0.08 -0.29 0.05
C -3.1054 1.7909 -4.7841 0.09 -0.22 0.05
F -3.1178 3.1250 -4.6518 -0.01 0.03 0.02
C -2.2609 1.0124 -4.0083 -0.09 0.00 -0.04
F -1.4867 1.6670 -3.1084 -0.05 0.02 -0.16
C -2.1749 -0.3803 -4.1042 0.15 0.06 0.19
S -1.1182 -1.3504 -3.1162 -0.05 0.27 0.01
C -3.0235 -0.9461 -5.0597 -0.18 0.16 -0.20
F -3.0443 -2.2735 -5.2287 -0.02 -0.03 -0.01
C -3.8856 -0.1980 -5.8449 0.15 0.21 0.17
F -4.6811 -0.8015 -6.7373 -0.04 0.00 -0.03
N 2.2131 0.0438 -2.7532 0.08 -0.14 -0.05
N 1.2636 1.1338 -2.5418 -0.23 -0.11 0.25
H 1.7556 -0.5715 -3.4249 0.00 0.07 -0.01
H 2.1049 -0.4865 -1.8569 0.11 0.10 -0.03
H 0.8103 1.3322 -3.4262 -0.02 -0.03 0.00
H 1.8198 1.9551 -2.3256 0.00 -0.06 0.05
C 1.1261 -0.8110 -0.0618 -0.01 0.16 -0.07
Ge 2.3467 -0.4455 1.3116 -0.14 0.04 -0.14
C 4.1191 -1.3048 1.0732 -0.03 0.08 0.15
C 4.7557 -1.2503 -0.1651 -0.05 0.05 -0.14
C 6.0158 -1.7937 -0.3534 0.10 -0.04 -0.09
C 6.6734 -2.4184 0.6964 0.07 0.00 0.02
C 6.0572 -2.4850 1.9353 0.05 -0.06 0.01
C 4.7977 -1.9288 2.1149 -0.02 -0.08 0.20
C 2.7539 1.4854 1.4626 0.00 -0.14 -0.04
C 3.7395 1.9781 2.3129 0.13 -0.08 0.11
C 4.0045 3.3342 2.4082 0.05 0.17 0.03
C 3.2838 4.2414 1.6432 -0.01 -0.01 -0.01
C 2.3061 3.7707 0.7796 -0.02 0.10 -0.03
C 2.0569 2.4079 0.6941 -0.23 0.07 -0.16
C 1.8579 -0.9655 3.1806 0.11 -0.08 -0.08
C 1.6092 -2.3150 3.4293 -0.05 -0.14 -0.04
C 1.1705 -2.7653 4.6641 -0.03 -0.05 0.08
C 0.9648 -1.8612 5.6976 -0.02 -0.01 0.05
C 1.2073 -0.5144 5.4756 -0.02 -0.02 0.08
C 1.6512 -0.0808 4.2337 -0.03 0.19 -0.01
H 0.9318 -1.8967 -0.0524 -0.11 -0.02 -0.01
H 4.2658 -0.7758 -1.0071 -0.09 0.04 0.00
H 6.4855 -1.7305 -1.3279 0.01 -0.01 -0.01
H 7.6595 -2.8428 0.5507 0.00 -0.02 -0.01
H 6.5502 -2.9736 2.7670 0.05 -0.01 0.01
H 4.3376 -1.9989 3.0957 -0.01 0.05 -0.03
H 4.3273 1.2937 2.9154 -0.02 -0.09 0.01
H 4.7795 3.6870 3.0787 0.00 0.01 0.00
H 3.4870 5.3019 1.7171 0.01 0.04 0.00
H 1.7368 4.4613 0.1666 0.02 0.02 0.02
H 1.2983 2.0513 -0.0018 0.06 -0.02 0.09
H 1.7521 -3.0420 2.6355 0.01 0.01 -0.06
H 0.9848 -3.8217 4.8197 0.00 -0.01 0.01
H 0.6173 -2.2033 6.6650 0.00 0.00 0.00
H 1.0482 0.2048 6.2703 -0.01 0.01 0.03
H 1.8165 0.9810 4.0882 0.05 0.04 -0.05